Molecular formula: C6H13O2
Method: DFT, ωB97M-V/def2-TZVPD

Geometry as ORCA input:
```
! RIJCOSX wB97M-V def2-TZVPD def2/J DEFGRID3
* xyz -1 1
C -2.383 0.208 -0.447
C -2.434 -0.831 -1.583
C -1.039 1.090 -0.545
O -1.060 2.110 0.172
O -0.009 0.523 -0.983
H -3.232 0.904 -0.297
H -2.332 -0.390 0.496
H -1.497 -1.439 -1.596
H -2.378 -0.327 -2.565
H -3.281 -1.487 -1.431
C 2.522 -1.194 1.225
C 2.250 0.150 1.971
C 1.669 -1.336 -0.028
H 3.605 -1.436 1.103
H 2.092 -2.005 1.825
H 2.005 -0.077 2.993
H 1.383 0.539 1.413
H 2.064 -0.911 -0.956
H 1.441 -2.413 -0.236
H 3.008 0.862 1.724
H 0.665 -0.943 0.125
*
```

- relative energy (zero: lowest compared OMol25 entry of this formula, charge and spin) (kcal/mol) = 28.6
- gap between HOMO and LUMO (eV) = 8.0
- DFT total energy (eV) = -10528.4654

Molecular formula: C6H13O2S
Method: DFT, ωB97M-V/def2-TZVPD

Geometry as ORCA input:
```
! RIJCOSX wB97M-V def2-TZVPD def2/J DEFGRID3
* xyz 1 1
C -3.321 0.418 0.210
C -2.634 -0.071 -0.804
C 2.645 1.199 -0.653
C 1.844 -0.641 1.625
C -0.267 0.506 -0.310
C -1.224 -0.626 -0.559
O 1.521 -1.270 -0.983
O -0.983 -1.511 0.548
S 1.457 -0.106 -0.152
H -4.291 0.766 0.050
H -2.869 0.595 1.210
H -3.091 -0.548 -1.675
H 3.707 1.015 -0.550
H 2.333 2.092 -0.121
H 2.679 1.459 -1.696
H 2.664 -1.367 1.560
H 1.014 -1.217 1.781
H 2.267 0.113 2.325
H -0.347 1.307 -1.290
H -0.566 1.096 0.649
H -0.965 -1.034 -1.548
H -1.574 -2.175 0.384
*
```

- relative energy (zero: lowest compared OMol25 entry of this formula, charge and spin) (kcal/mol) = 60.2
- gap between HOMO and LUMO (eV) = 10.6
- DFT total energy (eV) = -21352.4341

Molecular formula: C6H13O3P
Method: DFT, ωB97M-V/def2-TZVPD

Geometry as ORCA input:
```
! RIJCOSX wB97M-V def2-TZVPD def2/J DEFGRID3
* xyz 0 3
C 1.638 0.715 -1.547
C 1.869 -0.781 -1.724
C 1.136 -0.262 -0.587
C 1.630 -0.406 0.851
C -2.013 -1.182 1.908
C -1.633 2.052 -1.077
O -1.889 -1.737 -1.174
O -1.951 -0.208 0.933
O -1.910 0.776 -1.523
P -1.432 -0.462 -0.596
H 2.438 1.346 -1.245
H 1.115 1.120 -2.373
H 1.533 -1.361 -2.614
H 2.795 -1.212 -1.380
H 1.469 0.436 1.478
H 2.722 -0.610 0.920
H 1.063 -1.217 1.273
H -0.946 -1.426 2.217
H -2.413 -2.136 1.500
H -2.393 -0.658 2.816
H -2.382 2.776 -1.534
H -0.634 2.434 -1.521
H -1.410 2.040 0.064
*
```

- gap between HOMO and LUMO (alpha / beta) (eV) = 6.9 / 8.6
- DFT total energy (eV) = -21859.2109
- ⟨S²⟩ = 2.01

Molecular formula: C6H13OP
Method: DFT, ωB97M-V/def2-TZVPD

Geometry as ORCA input:
```
! RIJCOSX wB97M-V def2-TZVPD def2/J DEFGRID3
* xyz 0 1
C -0.840 0.164 -1.101
C 0.003 -1.093 -0.909
C 0.176 1.280 -0.722
C -0.474 -2.376 -0.410
C -0.466 2.496 -0.055
C 0.741 -0.330 2.193
O 2.622 -0.212 -0.115
P 1.212 0.006 0.182
H -1.302 0.182 -2.180
H -1.560 0.142 -0.396
H 0.776 -1.215 -1.822
H 0.737 1.542 -1.560
H -0.745 -2.189 0.638
H 0.278 -3.217 -0.437
H -1.322 -2.758 -0.988
H -0.511 2.589 1.051
H -1.491 2.775 -0.412
H 0.118 3.477 -0.242
H -0.234 0.118 2.533
H 0.676 -1.460 2.182
H 1.603 0.078 2.569
*
```

- relative energy (zero: lowest compared OMol25 entry of this formula, charge and spin) (kcal/mol) = 12.6
- gap between HOMO and LUMO (eV) = 9.8
- DFT total energy (eV) = -17767.9069

Molecular formula: C6H13P
Method: DFT, ωB97M-V/def2-TZVPD

Geometry as ORCA input:
```
! RIJCOSX wB97M-V def2-TZVPD def2/J DEFGRID3
* xyz 0 1
C 1.351 -0.482 -0.408
C -0.059 0.022 -0.440
C 1.835 -1.813 0.128
C -0.576 0.886 -1.699
C -1.783 1.074 1.032
C -1.055 -0.215 0.609
P 1.793 1.102 0.519
H 1.815 -0.247 -1.292
H 1.318 -2.277 1.013
H 2.862 -1.810 0.475
H 1.866 -2.555 -0.775
H -1.127 1.801 -1.471
H -1.208 0.285 -2.326
H 0.187 1.162 -2.282
H -2.718 1.142 0.412
H -1.204 2.002 1.080
H -2.241 0.842 2.025
H -1.861 -0.940 0.198
H -0.494 -0.552 1.501
H 1.298 0.573 1.700
*
```

- relative energy (zero: lowest compared OMol25 entry of this formula, charge and spin) (kcal/mol) = 49.3
- gap between HOMO and LUMO (eV) = 8.2
- DFT total energy (eV) = -15718.8535

Molecular formula: C6H14
Method: DFT, ωB97M-V/def2-TZVPD

Geometry as ORCA input:
```
! RIJCOSX wB97M-V def2-TZVPD def2/J DEFGRID3
* xyz -1 2
C 0.593 -2.355 -0.995
C 1.173 -0.968 -0.410
C -0.071 -0.017 -0.125
C -0.307 0.945 -1.312
C 0.078 0.848 1.126
C -1.328 1.454 1.728
H 0.647 -2.901 -0.040
H 1.131 -2.743 -1.812
H -0.507 -2.184 -1.213
H 1.890 -1.164 0.415
H 1.688 -0.416 -1.220
H -0.954 -0.649 0.080
H -0.392 0.274 -2.099
H -1.074 1.744 -1.170
H 0.574 1.644 -1.464
H 0.658 1.880 0.945
H 0.554 0.461 2.087
H -1.731 1.877 0.862
H -1.503 2.212 2.600
H -1.806 0.524 1.953
*
```

- relative energy (zero: lowest compared OMol25 entry of this formula, charge and spin) (kcal/mol) = 39.5
- gap between HOMO and LUMO (alpha / beta) (eV) = 2.5 / 11.3
- DFT total energy (eV) = -6445.7062
- ⟨S²⟩ = 0.75

Molecular formula: C6H14
Method: DFT, ωB97M-V/def2-TZVPD

Geometry as ORCA input:
```
! RIJCOSX wB97M-V def2-TZVPD def2/J DEFGRID3
* xyz 0 1
C -1.981 1.427 0.652
C -0.715 0.928 -0.020
C 1.245 -1.273 -0.426
C -1.095 -0.147 -1.072
C 2.191 -0.151 -0.607
C 0.947 -1.580 0.991
H -2.407 0.625 1.260
H -2.703 1.690 -0.123
H -1.819 2.293 1.302
H -0.241 1.753 -0.565
H -0.013 0.684 0.787
H -1.748 0.389 -1.761
H -0.297 -0.572 -1.694
H -1.674 -1.012 -0.715
H 2.081 0.355 -1.573
H 3.123 -0.737 -0.693
H 2.332 0.580 0.206
H -0.023 -2.071 1.126
H 1.097 -0.809 1.767
H 1.699 -2.372 1.155
*
```

- relative energy (zero: lowest compared OMol25 entry of this formula, charge and spin) (kcal/mol) = 98.9
- gap between HOMO and LUMO (eV) = 8.7
- DFT total energy (eV) = -6445.1190

Molecular formula: C6H14
Method: DFT, ωB97M-V/def2-TZVPD

Geometry as ORCA input:
```
! RIJCOSX wB97M-V def2-TZVPD def2/J DEFGRID3
* xyz 0 1
C 2.612 -0.100 -0.239
C 1.197 -0.636 -0.503
C 0.014 0.016 0.232
C -0.055 1.522 0.033
C -1.275 -0.707 -0.214
C -2.498 -0.353 0.627
H 2.880 -0.179 0.820
H 3.351 -0.682 -0.808
H 2.733 0.946 -0.547
H 1.022 -0.603 -1.586
H 1.126 -1.672 -0.187
H 0.132 -0.181 1.304
H -0.868 1.950 0.626
H 0.882 1.988 0.356
H -0.214 1.771 -1.024
H -1.122 -1.796 -0.161
H -1.477 -0.489 -1.274
H -2.757 0.707 0.533
H -3.372 -0.938 0.324
H -2.309 -0.559 1.688
*
```

- relative energy (zero: lowest compared OMol25 entry of this formula, charge and spin) (kcal/mol) = 2.6
- SMILES = CCC(C)CC
- gap between HOMO and LUMO (eV) = 12.1
- DFT total energy (eV) = -6449.2978

Molecular formula: C6H14
Method: DFT, ωB97M-V/def2-TZVPD

Geometry as ORCA input:
```
! RIJCOSX wB97M-V def2-TZVPD def2/J DEFGRID3
* xyz 0 1
C -0.232 -0.085 -2.341
C 0.374 -1.101 -1.560
C 0.204 -0.643 0.094
C 0.313 -1.187 1.418
C 0.114 0.924 0.093
C -0.771 1.606 1.134
H -1.285 -0.102 -2.587
H -0.234 1.002 -1.015
H 0.402 0.418 -3.058
H 1.435 -1.185 -1.779
H -0.039 -2.103 -1.597
H -0.865 -0.982 0.113
H 1.311 -1.334 1.863
H -0.259 -2.088 1.618
H 0.671 0.691 4.437
H 0.758 1.222 4.960
H 1.155 1.261 0.174
H -0.236 1.674 2.068
H -1.084 2.606 0.856
H -1.600 0.962 1.406
*
```

- relative energy (zero: lowest compared OMol25 entry of this formula, charge and spin) (kcal/mol) = 173.7
- gap between HOMO and LUMO (eV) = 6.2
- DFT total energy (eV) = -6441.8752

Molecular formula: C6H14
Method: DFT, ωB97M-V/def2-TZVPD

Geometry as ORCA input:
```
! RIJCOSX wB97M-V def2-TZVPD def2/J DEFGRID3
* xyz 0 1
C 1.496 0.962 -1.221
C 0.580 1.547 -0.113
C 0.320 0.446 0.982
C 0.004 -0.982 0.969
C -1.569 -1.329 0.817
C -1.932 -0.622 -0.560
H 1.087 0.005 -1.634
H 2.419 0.656 -0.702
H 1.593 1.517 -2.140
H -0.322 2.062 -0.498
H 1.296 2.263 0.361
H 0.459 0.840 1.940
H 3.050 0.270 -0.302
H 0.579 -1.580 0.216
H 0.330 -1.514 1.964
H -1.999 -0.742 1.608
H -1.657 -2.363 0.869
H -2.880 -0.132 -0.600
H -1.026 0.047 -0.565
H -1.826 -1.352 -1.391
*
```

- relative energy (zero: lowest compared OMol25 entry of this formula, charge and spin) (kcal/mol) = 193.5
- gap between HOMO and LUMO (eV) = 5.2
- DFT total energy (eV) = -6441.0174

The strongest force on any atom results, record by record, are as follows: 0.055; 0.087; 0.071; 0.105; 0.080; 0.107; 0.013; 0.012; 0.116; 0.119 Eh/bohr.